Formula: C11H20N4O6PS3
Source: OMol25
Level of theory: wB97M-V/def2-TZVPD

Geometry (Å):
O1 0.21907 -0.81440 4.53316
S1 0.16950 0.18831 5.58165
O2 1.10355 -0.05301 6.65686
N1 0.03165 1.68330 5.13585
S2 0.99320 2.18625 3.93562
O3 2.26375 1.50881 3.94040
O4 1.06488 3.62018 3.99318
C1 0.14480 1.79676 2.37859
C2 -1.02258 1.05079 2.41152
C3 -1.63054 0.71977 1.20553
C4 -0.98178 1.19521 0.07186
C5 0.15990 1.97444 0.14722
N2 0.73983 2.28153 1.31004
P1 -1.79716 -0.11287 6.49782
S3 -3.21283 1.01198 5.76052
H1 -1.44275 0.72620 3.34369
H2 -2.53241 0.14130 1.15380
H3 -1.37162 0.95650 -0.90205
H4 0.63104 2.32284 -0.75962
H5 -2.06295 -1.48500 6.37378
H6 -1.58901 0.23487 7.84160
C6 2.78665 1.00326 -2.45374
C7 1.83918 1.84966 -3.27167
O5 1.25816 2.80697 -2.79557
N3 1.64882 1.50232 -4.57732
C8 2.24761 0.40395 -5.30784
H7 2.82694 1.40396 -1.44548
H8 2.43717 -0.02905 -2.40467
H9 3.79001 1.02597 -2.88136
H10 1.00551 2.10599 -5.06325
H11 2.81426 0.78542 -6.15989
H12 1.46916 -0.26373 -5.68398
H13 2.91617 -0.16396 -4.67052
C9 -0.91704 -2.78270 -0.56359
C10 -1.86328 -1.98424 -1.42850
O6 -2.48538 -1.03603 -0.98917
N4 -1.99522 -2.35778 -2.73469
C11 -1.33509 -3.44716 -3.42502
H14 -0.92143 -2.35809 0.43574
H15 -1.23350 -3.82524 -0.50570
H16 0.09912 -2.73409 -0.95727
H17 -2.63881 -1.78252 -3.25367
H18 -0.74978 -3.06021 -4.26222
H19 -2.07703 -4.14542 -3.81810
H20 -0.67249 -3.98306 -2.75461

Its HOMO-LUMO gap is 7.30 eV. The value obtained for the HOMO energy is -5.47 eV. Its charge is -1.


Formula: C11H20O2
Source: OMol25
Level of theory: wB97M-V/def2-TZVPD

Geometry (Å):
C1 -0.37805 -0.45979 -4.03788
C2 -1.34502 0.32037 -3.59361
C3 -2.47018 -0.13087 -2.71907
C4 -2.51896 0.66031 -1.40676
C5 -1.25309 0.51367 -0.56095
C6 -1.09648 -0.87874 0.04634
C7 0.18831 -1.03394 0.86124
C8 0.19450 -0.19196 2.13671
C9 1.34332 -0.53861 3.08457
C10 2.72095 -0.23567 2.49271
C11 2.90343 1.23773 2.23428
O1 2.53521 2.13177 2.94660
O2 3.56262 1.46195 1.08774
H1 0.41337 -0.09049 -4.66809
H2 -0.33968 -1.50925 -3.79387
H3 -1.35786 1.37209 -3.85207
H4 -3.41425 0.02717 -3.24981
H5 -2.37786 -1.19808 -2.51469
H6 -3.38279 0.33257 -0.82376
H7 -2.66086 1.71770 -1.64384
H8 -0.38173 0.73545 -1.18144
H9 -1.29056 1.25181 0.24218
H10 -1.08176 -1.61856 -0.75582
H11 -1.95819 -1.09505 0.68291
H12 0.30041 -2.08603 1.13705
H13 1.03552 -0.76162 0.22915
H14 -0.74672 -0.35260 2.66786
H15 0.25537 0.86760 1.88569
H16 1.22951 0.04475 4.00008
H17 1.29640 -1.59789 3.34516
H18 2.89248 -0.77922 1.56501
H19 3.49357 -0.53057 3.20788
H20 3.68906 2.41401 0.94850

Its HOMO-LUMO gap is 10.46 eV. Its SMILES is C=CCCCCCCCCC(=O)O. The value obtained for the HOMO energy is -9.68 eV.


Formula: C11H20O7S
Source: OMol25
Level of theory: wB97M-V/def2-TZVPD

Geometry (Å):
O1 7.31159 -11.53315 -13.84466
C1 6.12113 -11.69503 -13.92652
O2 5.26940 -11.01228 -13.12174
C2 3.87251 -11.34701 -13.43318
C3 3.92889 -12.70248 -14.15378
C4 5.29964 -12.70835 -14.78891
H1 3.39976 -10.57423 -14.03932
H2 3.30031 -11.49232 -12.51690
H3 3.07459 -12.95998 -14.77984
H4 4.08802 -13.54704 -13.48333
H5 5.13825 -12.23223 -15.75605
H6 5.79283 -13.67279 -14.66754
O3 3.89744 -7.56588 -10.05858
C5 3.77022 -7.99780 -11.17454
O4 4.67888 -8.87763 -11.69824
C6 4.40130 -9.23586 -13.04440
C7 3.23828 -8.30306 -13.49954
C8 2.68015 -7.79413 -12.17947
H7 4.31093 -10.32188 -13.06682
H8 5.20416 -9.12225 -13.77283
H9 2.44355 -8.76039 -14.08889
H10 3.45014 -7.42617 -14.11132
H11 1.89664 -8.45946 -11.81679
H12 2.50839 -6.71867 -12.13491
O5 1.88289 -11.24607 -17.73893
S1 2.48840 -11.79748 -16.48826
O6 3.92802 -12.12683 -16.29930
O7 2.11949 -10.72186 -15.28927
C9 0.78173 -10.15692 -15.15702
C10 0.46366 -9.89000 -13.70974
C11 1.45130 -13.26712 -15.82152
H13 -0.08950 -10.53338 -15.69305
H14 0.83586 -9.17379 -15.62459
H15 -0.57430 -10.03167 -13.40864
H16 0.98033 -8.95655 -13.48652
H17 0.96619 -10.63004 -13.08691
H18 1.67359 -14.04874 -16.54799
H19 0.44582 -12.84633 -15.81471
H20 1.80051 -13.43672 -14.80299

Its HOMO-LUMO gap is 8.36 eV. The value obtained for the HOMO energy is -8.41 eV.


Formula: C11H21BBr6N3O3
Source: OMol25
Level of theory: wB97M-V/def2-TZVPD

Geometry (Å):
N1 -3.11866 2.56764 2.48896
B1 -2.83207 2.91786 1.01065
O1 -3.72669 3.86815 0.31743
C1 -1.53915 2.21416 0.20484
C2 -1.89866 0.74440 -0.37117
C3 -0.57664 0.12865 -1.07626
C4 0.70240 1.07456 -1.04342
N2 0.89332 2.42213 -0.52717
N3 -0.24474 2.85416 0.04397
C5 -0.07513 4.27998 0.61892
O2 0.08917 4.26037 2.11117
O3 1.37530 4.48850 2.35417
H1 -4.07805 2.11118 2.50698
H2 -2.43100 1.77693 2.67630
H3 -4.35845 4.32466 0.96329
H4 -2.93154 0.21638 -0.26154
H5 -0.54072 -0.93231 -1.56271
H6 1.68982 0.60628 -1.52938
H7 0.94817 4.77828 0.24841
H8 -0.89940 5.02643 0.25412
H9 1.89283 3.61631 2.29278
Br1 4.05151 0.86943 -0.55485
C6 5.25261 -0.07126 -1.76977
C7 4.66508 -0.16159 -3.15886
Br2 3.28025 -1.53175 -3.25231
H10 5.45976 -1.04715 -1.32182
H11 6.17107 0.52232 -1.77742
H12 5.42520 -0.47632 -3.87942
H13 4.21235 0.77362 -3.50034
Br3 0.84018 -4.07073 0.25272
C8 2.67020 -4.02254 0.92520
C9 3.66604 -3.91441 -0.20597
Br4 3.89986 -5.62806 -1.10740
H14 2.80778 -4.91597 1.54066
H15 2.71481 -3.13621 1.56425
H16 4.65774 -3.65696 0.17651
H17 3.37685 -3.18819 -0.97094
Br5 -6.47592 -1.34303 -0.78442
C10 -5.20974 -2.65020 -0.08323
C11 -5.13866 -2.58864 1.42478
Br6 -4.09134 -1.05500 2.02051
H18 -4.24999 -2.45857 -0.57116
H19 -5.59197 -3.62066 -0.41195
H20 -4.61442 -3.46230 1.82217
H21 -6.11931 -2.51052 1.90273

Its HOMO-LUMO gap is 7.07 eV. The value obtained for the HOMO energy is -12.09 eV. Its charge is +1.


Formula: C11H21BeBrClCsFINNaNbO5S
Source: OMol25
Level of theory: wB97M-V/def2-TZVPD

Geometry (Å):
C1 -3.27199 0.96881 -3.23848
C2 -2.07638 0.04692 -3.69334
C3 -2.48164 -1.39023 -3.46205
C4 -1.39462 -2.40068 -3.04873
N1 -0.02856 -1.87719 -2.86834
Nb1 0.56292 -1.43669 -1.02937
S1 1.34275 0.85194 -1.67938
Cl1 -1.62654 -0.69368 -0.32081
I1 0.17596 -4.03265 -0.12237
C5 1.31375 -0.98154 1.12615
O1 2.74825 -0.94608 1.28800
O2 3.17757 -1.83526 2.39653
H1 -3.01074 1.46521 -2.32885
H2 -3.50698 1.66659 -4.01420
H3 -4.15534 0.39967 -3.04798
H4 -1.90312 0.21421 -4.73681
H5 -1.21322 0.31828 -3.14244
H6 -3.21950 -1.42408 -2.69135
H7 -2.96060 -1.74011 -4.35347
H8 -1.73727 -2.88672 -2.15815
H9 -1.36199 -3.16306 -3.79844
H10 0.63055 -2.43944 -3.38703
H11 2.17153 -1.87214 -1.49615
H12 0.32961 1.73117 -1.42048
H13 0.96222 0.00697 1.37630
H14 0.90536 -1.67528 1.83362
H15 3.07411 -1.30080 3.18298
C6 1.01052 0.44417 5.28356
C7 -0.07865 0.90164 5.89425
C8 -0.16018 2.32041 6.35873
O3 -1.14074 2.74340 6.91174
C9 1.02719 3.19398 6.10652
C10 2.10832 2.72025 5.49373
C11 2.16067 1.32411 5.04922
O4 3.16787 0.89414 4.47764
H16 1.09423 -0.57807 4.93566
H17 -0.94596 0.28257 6.08238
H18 0.95136 4.21777 6.44870
H19 2.98180 3.32840 5.29843
Na1 4.58338 0.00640 3.35955
F1 3.05387 -4.45865 -1.52953
Cs1 -0.92979 2.47896 -2.22099
Be1 -2.36570 -5.10001 -1.15450
Br1 3.79994 -3.75573 -0.13914
O5 -1.42168 4.58989 -6.87488
H20 -1.34130 3.72345 -7.28438
H21 -0.81542 5.13989 -7.38013

Its HOMO-LUMO gap is 3.40 eV. The value obtained for the HOMO energy is -8.32 eV. Its charge is +1.


Formula: C11H21CaF11GeN3O7S2SeTe
Source: OMol25
Level of theory: wB97M-V/def2-TZVPD

Geometry (Å):
Ca1 0.04157 -0.02117 1.01362
C1 -3.49015 -2.29227 -2.17253
C2 -2.17818 -1.59216 -2.40408
N1 -2.01387 -0.57100 -3.14903
O1 -3.16601 -0.05784 -3.74292
C3 -0.98532 -2.10322 -1.69332
C4 -0.54418 -3.52224 -1.85709
N2 -0.40234 -1.30577 -0.88310
O2 0.65638 -1.78670 -0.20394
H1 -4.14161 -1.68191 -1.53978
H2 -3.32588 -3.22146 -1.63269
H3 -4.00672 -2.51564 -3.10996
H4 -3.94074 -0.46316 -3.32570
H5 -1.19798 -4.06777 -2.53754
H6 -0.52079 -4.01687 -0.88379
H7 0.47593 -3.54754 -2.24683
F1 -0.04348 0.03917 5.69120
C5 1.28135 0.06745 5.62386
F2 1.75111 0.79233 6.63819
F3 1.74719 -1.17667 5.73669
S1 1.84761 0.76947 4.01881
O3 1.24224 -0.11304 3.03495
O4 3.27245 0.76791 4.09441
N3 1.23932 2.20680 4.08654
S2 0.28223 2.94026 3.08885
O5 0.00690 2.20927 1.86564
O6 0.61960 4.31904 2.96131
C6 -1.32664 2.91900 3.98518
F4 -1.74769 1.67591 4.16264
F5 -2.23078 3.58972 3.27210
F6 -1.19705 3.50981 5.17442
F7 -4.50850 -2.92183 2.58854
Te1 -3.22282 -1.62453 2.20807
F8 -2.23170 -2.45517 3.55153
F9 -4.12029 -0.60692 3.48473
F10 -2.58388 -2.88477 0.97756
F11 -4.44842 -1.04922 0.91286
O7 -1.99988 -0.37577 1.84123
C7 2.16974 2.28144 -4.56563
Ge1 1.72190 1.32807 -2.90646
C8 0.01635 2.02142 -2.26261
C9 1.74491 -0.58618 -3.26728
C10 3.12143 1.81033 -1.60391
Se1 2.88419 1.18863 0.23606
C11 3.68137 -0.57495 0.07886
H8 1.42246 2.06601 -5.33085
H9 3.14524 1.97147 -4.94356
H10 2.18975 3.36000 -4.40252
H11 -0.74996 1.87284 -3.02223
H12 0.10414 3.08408 -2.03100
H13 -0.32836 1.49735 -1.37347
H14 0.89346 -0.84274 -3.89864
H15 1.67149 -1.16135 -2.34566
H16 2.66898 -0.84793 -3.78669
H17 3.16549 2.89785 -1.52285
H18 4.11103 1.47582 -1.91889
H19 3.03924 -1.23192 -0.50045
H20 3.76409 -0.95802 1.09442
H21 4.67409 -0.48370 -0.35728

Its HOMO-LUMO gap is 8.28 eV. The value obtained for the HOMO energy is -6.01 eV. Its charge is -1.


Formula: C11H21Cl12INbO3
Source: OMol25
Level of theory: wB97M-V/def2-TZVPD

Geometry (Å):
C1 2.04690 -3.01313 -0.59663
O1 1.00825 -2.09573 -0.39803
C2 -0.18992 -2.31962 -1.15246
Nb1 -1.16997 -0.40713 -1.91076
C3 -3.14285 -0.46437 -0.67748
C4 -4.17332 -1.36214 -1.15604
O2 -4.51784 -2.42958 -0.75144
I1 -5.31313 -0.56959 -2.87827
C5 -0.19035 1.12632 -0.60369
C6 1.31714 1.22726 -0.84994
C7 1.70406 2.46006 -1.67602
O3 2.02970 1.19364 0.40504
H1 2.51905 -3.23452 0.36479
H2 2.81478 -2.60191 -1.26442
H3 1.68414 -3.95139 -1.02973
H4 -0.01123 -3.01780 -1.97786
H5 -0.92200 -2.82768 -0.49797
H6 -1.91936 -1.48217 -3.21582
H7 0.11519 -0.16450 -3.17153
H8 -1.90491 0.92117 -2.95313
H9 -2.87303 -0.77452 0.33784
H10 -3.48550 0.56946 -0.71613
H11 -0.64941 2.09551 -0.84033
H12 -0.40050 0.94574 0.45820
H13 1.64759 0.34728 -1.41553
H14 1.77363 2.21475 -2.73628
H15 0.97330 3.26279 -1.56199
H16 2.66719 2.84086 -1.33029
H17 2.85215 0.73705 0.20293
C8 5.33363 1.40733 -3.06979
Cl1 4.80235 0.56488 -1.61403
Cl2 4.20984 1.14095 -4.39601
Cl3 5.55331 3.12981 -2.75460
H18 6.29400 0.99812 -3.35274
C9 4.53348 -1.69346 2.45024
Cl4 4.80201 -1.32511 0.74261
Cl5 5.69049 -0.82058 3.46511
Cl6 2.88076 -1.33478 2.90456
H19 4.70928 -2.75202 2.58790
C10 -5.19449 -0.95303 2.52311
Cl7 -4.92485 0.75848 2.18471
Cl8 -3.72448 -1.70357 3.13113
Cl9 -6.53070 -1.16533 3.66050
H20 -5.45865 -1.43532 1.58831
C11 -3.52091 3.12917 4.65153
Cl10 -1.91845 2.61920 4.15100
Cl11 -3.76317 2.86885 6.38420
Cl12 -3.81743 4.81839 4.22920
H21 -4.24576 2.52195 4.12607

Its HOMO-LUMO gap is 7.03 eV. The value obtained for the HOMO energy is -4.98 eV. Its charge is -1.


Formula: C11H21F6N5O6S2
Source: OMol25
Level of theory: wB97M-V/def2-TZVPD

Geometry (Å):
C1 5.94340 0.58155 0.17136
C2 5.45926 -0.36486 -0.93541
O1 5.31248 0.38119 -2.14541
C3 4.14931 -1.05778 -0.58230
N1 4.27328 -1.89214 0.60774
C4 3.10574 -1.89465 1.46634
C5 1.98327 -2.76179 0.88756
O2 0.70767 -2.27240 1.29998
C6 -0.18806 -1.90273 0.28304
C7 -1.42696 -1.38217 0.99428
N2 -1.01238 -0.28240 1.87503
C8 -0.30172 0.69724 1.30767
N3 -0.26155 1.92035 1.89664
N4 0.39026 0.51387 0.17942
C9 0.28671 -0.74526 -0.59449
H1 6.20864 1.54312 -0.26903
H2 6.82376 0.18642 0.68465
H3 5.17281 0.74802 0.93192
H4 6.22925 -1.12393 -1.11835
H5 4.46231 0.17923 -2.54777
H6 3.36463 -0.28781 -0.46150
H7 3.85424 -1.68528 -1.43599
H8 5.07600 -1.59539 1.14635
H9 3.39002 -2.29044 2.44486
H10 2.69121 -0.88573 1.64804
H11 2.05963 -2.82715 -0.20194
H12 2.06782 -3.78294 1.27065
H13 -0.45425 -2.74865 -0.36297
H14 -1.88245 -2.14899 1.61776
H15 -2.15050 -1.00778 0.26760
H16 -0.65104 -0.57498 2.77394
H17 0.59665 2.31558 2.23775
H18 -1.14011 2.36974 2.11771
H19 0.30620 1.34003 -0.40461
H20 1.25068 -0.94119 -1.06820
H21 -0.43398 -0.58872 -1.40175
C10 -3.35053 2.59016 0.56925
F1 -2.95199 3.42037 1.55195
F2 -2.51920 2.78809 -0.46576
F3 -3.12225 1.33624 1.00759
S1 -5.12256 2.83097 0.12891
O3 -5.18537 4.17133 -0.36977
O4 -5.81974 2.52533 1.34293
N5 -5.09954 1.69044 -0.95162
S2 -6.38711 1.26466 -1.77795
O5 -6.83168 2.23834 -2.72888
O6 -7.37214 0.55889 -1.01392
C11 -5.53419 -0.03333 -2.77499
F4 -5.02365 -0.99611 -1.99381
F5 -4.53253 0.47683 -3.49743
F6 -6.40973 -0.59338 -3.60707

Its HOMO-LUMO gap is 7.54 eV. The value obtained for the HOMO energy is -8.74 eV.